46
Properties=species:S:1:pos:R:3 method="wB97M-V/def2-TZVPD" orbital_gap_ev=6.622 charge=-1
C 2.95414 0.44982 0.75738
N 2.47762 1.70447 0.08634
C 1.83155 2.57856 1.09887
C 0.43579 3.11836 0.66999
C 0.21049 4.57931 0.68576
C -1.08206 5.18500 0.32402
C -2.20088 4.31748 -0.06340
C -1.97120 2.88136 -0.06732
C -0.68003 2.24996 0.28253
N -0.51101 0.82364 0.24679
C -1.53085 0.10471 0.97148
C -1.12127 -0.93360 1.94615
C -2.18954 -1.64032 2.67452
C -3.60959 -1.34939 2.41840
C -4.02721 -0.34481 1.44139
C -2.96722 0.37002 0.73291
S -3.29995 1.69094 -0.49218
H 3.75307 0.68014 1.53053
H 3.38821 -0.24002 -0.02219
H 2.13423 -0.09487 1.28933
H 3.35728 2.14140 -0.21285
H 2.49332 3.42097 1.43789
H 1.66116 1.93959 2.02054
H 1.03865 5.26145 1.00870
H -1.21875 6.29123 0.37232
H -3.21889 4.70649 -0.32155
H 0.41824 0.56476 0.58019
H -0.05383 -1.15922 2.14169
H -1.91250 -2.40012 3.43684
H -4.40996 -1.88733 2.99048
H -5.08089 -0.06300 1.22759
C 0.53389 -4.33789 -3.13381
C 1.10095 -2.99081 -3.55753
O 0.71148 -1.91618 -2.72924
C 1.42220 -1.70146 -1.47218
O 2.72096 -1.66367 -1.64426
C 0.98710 -2.69937 -0.34307
F -0.34840 -2.95978 -0.39170
F 1.20510 -2.16256 0.89192
F 1.60518 -3.89474 -0.35587
H -0.49959 -4.24270 -2.79527
H 0.57163 -5.04449 -3.96920
H 1.11442 -4.77551 -2.32380
H 0.68081 -2.75592 -4.54219
H 2.18546 -3.03801 -3.69624
H 0.94066 -0.76392 -1.13067